# 1
A cluster of 7 separate species, C6H28N2O6 in total. Source: OMol25; level of theory: ωB97M-V/def2-TZVPD.

The orbital gap comes out at 9.28 eV. The calculation puts the relative energy (zero: lowest compared OMol25 entry of this formula, charge and spin) at 39.46 kcal/mol. As for the structure (SMILES): CCN[C@@H](C)CCN.O.O.O.O.O.O. The highest occupied orbital energy comes out at -8.89 eV. The calculation puts the largest force on an atom at 0.0419 Eh/bohr.

```
42
Properties=species:S:1:pos:R:3:lowdin_charge:R:1
C 1.464 1.997 -0.104 -0.26
N 1.075 0.761 0.640 -0.06
C 0.141 1.125 1.721 -0.39
C -0.307 -0.153 2.459 -0.15
C -0.859 -1.472 1.756 -0.23
N -1.346 -1.411 0.400 0.02
C -1.132 1.864 1.223 -0.05
C 2.444 1.616 -1.229 -0.08
H 0.515 2.326 -0.516 0.09
H 2.006 2.664 0.560 0.10
H 1.917 0.459 1.114 0.07
H 0.655 1.775 2.438 0.13
H 0.545 -0.530 3.010 0.09
H -1.046 0.167 3.195 0.09
H -0.089 -2.229 1.880 0.10
H -1.686 -1.631 2.422 0.09
H -0.832 -0.795 -0.205 0.04
H -2.313 -1.143 0.320 0.04
H -1.880 1.725 1.992 0.07
H -0.871 2.886 1.033 0.06
H -1.431 1.472 0.250 0.06
H 2.721 2.469 -1.841 0.07
H 3.325 1.213 -0.734 0.05
H 2.034 0.756 -1.757 0.06
H 0.005 -3.592 -0.665 0.04
H -1.462 -3.610 -0.768 0.04
O -0.683 -3.876 -1.283 -0.06
H 4.505 1.095 1.254 0.05
H 3.832 1.737 2.525 0.05
O 3.795 1.020 1.893 -0.03
H -3.729 -0.240 -2.267 0.05
H -4.128 -0.159 -0.797 0.06
O -3.602 -0.673 -1.417 -0.05
H -0.988 -2.492 -2.319 0.00
H -2.117 -1.710 -2.905 0.03
O -1.158 -1.655 -2.820 -0.08
H 1.068 -1.638 -1.640 0.02
H 1.600 -0.957 -0.446 -0.01
O 1.766 -1.751 -0.981 -0.06
H -1.671 0.169 -2.503 -0.03
H -0.592 1.303 -2.311 0.01
O -1.491 1.117 -2.578 -0.06
```

=====

# 2
A structure of composition C40H38N3OP2S3SiW. Source: OMol25; level of theory: ωB97M-V/def2-TZVPD.

The orbital gap (spin up / spin down) comes out at 5.76 / 6.00 eV. The calculation puts the relative energy (zero: lowest compared OMol25 entry of this formula, charge and spin) at 65.55 kcal/mol. As for the charge: +1. The spin multiplicity is 3. The highest occupied orbital energy (spin up / spin down) comes out at -9.18 / -10.46 eV. The calculation puts the largest force on an atom at 0.0508 Eh/bohr.

```
89
Properties=species:S:1:pos:R:3:lowdin_spin:R:1
W 1.146 -0.330 0.112 0.41
S 0.050 -1.933 -1.649 0.07
P -1.389 -0.514 -1.292 0.06
C -1.053 -0.017 0.374 0.51
P -0.861 -1.434 1.422 0.13
S 2.827 -1.823 0.150 0.52
C -1.326 -0.798 3.072 0.02
C -1.719 -1.697 4.062 0.00
C -2.165 -1.231 5.290 0.00
C -2.208 0.133 5.540 0.00
C -1.779 1.030 4.570 0.00
C -1.333 0.569 3.340 0.01
C -2.063 -2.765 1.124 0.01
C -1.628 -3.966 0.567 0.00
C -2.540 -4.979 0.308 0.00
C -3.879 -4.801 0.621 0.00
C -4.308 -3.612 1.198 0.00
C -3.406 -2.592 1.452 0.00
C -1.611 1.084 -2.169 0.00
C -1.148 2.276 -1.610 0.01
C -1.517 3.496 -2.155 0.00
C -2.360 3.542 -3.256 0.00
C -2.825 2.363 -3.818 0.00
C -2.457 1.141 -3.277 0.00
C -2.985 -1.286 -1.705 0.00
C -4.155 -0.722 -1.195 0.00
C -5.388 -1.226 -1.571 0.00
C -5.460 -2.286 -2.465 0.00
C -4.299 -2.845 -2.979 0.00
C -3.057 -2.351 -2.595 0.00
H -1.692 -2.763 3.865 0.00
H -2.492 -1.935 6.045 0.00
H -2.578 0.498 6.490 0.00
H -1.812 2.095 4.765 0.00
H -1.008 1.266 2.580 0.01
H -0.581 -4.103 0.335 0.00
H -2.196 -5.908 -0.131 0.00
H -4.590 -5.592 0.423 0.00
H -5.353 -3.479 1.454 0.00
H -3.744 -1.664 1.896 0.00
H -0.510 2.256 -0.745 0.00
H -1.151 4.413 -1.708 0.00
H -2.661 4.497 -3.669 0.00
H -3.490 2.392 -4.673 0.00
H -2.829 0.229 -3.726 0.00
H -4.089 0.120 -0.511 0.00
H -6.295 -0.791 -1.167 0.00
H -6.425 -2.682 -2.758 0.00
H -4.354 -3.667 -3.682 0.00
H -2.150 -2.793 -2.988 0.00
N 3.858 2.303 2.107 0.04
C 4.723 2.686 1.058 0.00
C 6.096 2.743 1.239 0.00
C 6.904 3.132 0.182 0.00
C 6.343 3.446 -1.048 0.00
C 4.971 3.357 -1.232 0.00
C 4.163 2.974 -0.172 0.00
S 2.404 2.856 -0.243 -0.01
N 2.175 1.436 0.728 -0.02
C 2.816 1.463 1.872 0.06
C 2.436 0.496 2.864 0.02
C 2.919 0.531 4.175 0.01
C 2.696 -0.533 5.009 0.01
C 2.017 -1.628 4.487 0.01
C 1.512 -1.548 3.216 0.01
N 1.641 -0.482 2.406 0.05
H 4.315 2.187 2.995 0.00
H 6.528 2.488 2.201 0.00
H 7.975 3.188 0.323 0.00
H 6.974 3.757 -1.871 0.00
H 4.534 3.620 -2.185 0.00
H 3.451 1.405 4.528 0.00
H 3.055 -0.530 6.030 0.00
H 1.875 -2.528 5.068 0.00
H 0.982 -2.392 2.806 0.01
C 2.036 2.495 -3.574 0.00
Si 1.780 0.706 -3.094 0.00
C 3.386 -0.247 -3.085 0.00
C 0.583 0.088 -4.407 0.00
O 1.234 0.567 -1.495 0.00
H 2.078 2.542 -4.669 0.00
H 2.970 2.904 -3.192 0.00
H 1.216 3.136 -3.241 0.00
H 4.086 0.136 -3.836 0.00
H 3.221 -1.307 -3.289 0.00
H 3.860 -0.168 -2.107 0.00
H 1.183 -0.305 -5.237 0.00
H -0.014 0.917 -4.793 0.00
H -0.086 -0.703 -4.086 0.00
```

=====

# 3
An isolated molecule of C9H11N3. Source: OMol25; level of theory: ωB97M-V/def2-TZVPD.

The orbital gap comes out at 8.59 eV. The calculation puts the relative energy (zero: lowest compared OMol25 entry of this formula, charge and spin) at 90.17 kcal/mol. As for the structure (SMILES): Cc1ccc2c(c1)CNC(N)=N2. The highest occupied orbital energy comes out at -7.73 eV. The calculation puts the largest force on an atom at 0.1289 Eh/bohr.

```
23
Properties=species:S:1:pos:R:3:lowdin_charge:R:1
C 3.745 -1.351 0.941 -0.11
C 2.458 -0.881 0.366 -0.40
C 2.513 0.128 -0.570 -0.07
C 1.314 0.903 -0.915 0.00
C 0.009 0.594 -0.420 -0.32
C -2.261 0.966 -0.334 -0.40
C -1.514 -1.315 0.355 -0.09
C -0.009 -0.497 0.457 -0.08
C 1.134 -1.278 0.705 -0.02
H 3.680 -0.682 2.012 0.15
H 3.781 -2.593 1.005 0.12
H 4.799 -1.084 0.220 0.14
H 3.547 0.513 -0.920 0.12
H 1.303 1.991 -1.267 0.12
H -2.870 2.687 -0.999 0.11
H -3.764 1.990 0.359 0.10
H -3.515 -0.503 0.312 0.06
H -1.472 -1.866 -0.591 0.10
H -1.771 -2.089 1.250 0.14
H 1.198 -2.214 1.163 0.09
N -1.089 1.333 -0.678 0.12
N -3.348 1.845 -0.583 0.08
N -2.598 -0.288 0.395 0.04
```

=====

# 4
A cluster of 2 separate species, C9H16N3O2S in total. Source: OMol25; level of theory: ωB97M-V/def2-TZVPD.

The orbital gap comes out at 7.52 eV. The calculation puts the relative energy (zero: lowest compared OMol25 entry of this formula, charge and spin) at 40.51 kcal/mol. As for the charge: +1. The highest occupied orbital energy comes out at -12.36 eV. The calculation puts the largest force on an atom at 0.0640 Eh/bohr.

```
31
Properties=species:S:1:pos:R:3:lowdin_charge:R:1
C 0.958 1.132 4.900 -0.05
C -0.090 0.958 4.022 -0.08
C 2.233 0.972 4.415 -0.15
C 1.483 0.366 2.372 -0.12
C 0.152 0.558 2.722 -0.34
C -1.340 1.167 -2.263 -0.09
C 0.735 -1.672 -1.664 0.04
C -1.624 -0.289 -2.626 -0.20
C -0.586 -0.948 -3.589 -0.09
N 2.511 0.579 3.205 0.08
N 1.748 -0.610 -3.429 0.30
N 0.725 -1.027 -2.970 -0.19
O -0.499 0.580 0.226 -0.52
O -1.821 -1.030 1.886 -0.27
S -1.228 0.539 1.537 1.04
H 0.833 1.684 5.799 0.11
H -1.074 1.277 4.346 0.12
H 3.099 1.355 5.104 0.15
H 1.818 0.298 1.314 0.12
H -1.336 1.678 -3.198 0.08
H -2.021 1.434 -1.456 0.08
H -0.402 1.262 -1.709 0.05
H 1.707 -1.796 -1.341 0.09
H 0.121 -1.152 -0.975 0.06
H 0.231 -2.682 -1.586 0.15
H -2.509 -0.254 -3.269 0.13
H -1.776 -0.940 -1.831 0.08
H -0.775 -2.038 -3.693 0.16
H -0.547 -0.415 -4.497 0.12
H -2.449 -0.874 2.567 0.03
H 1.722 -0.114 -4.317 0.14
```

=====

# 5
A structure of composition C10H30ClO5PbS5. Source: OMol25; level of theory: ωB97M-V/def2-TZVPD.

The orbital gap comes out at 9.09 eV. The calculation puts the relative energy (zero: lowest compared OMol25 entry of this formula, charge and spin) at 1.96 kcal/mol. As for the charge: +1. The highest occupied orbital energy comes out at -11.00 eV. The calculation puts the largest force on an atom at 0.0362 Eh/bohr.

```
52
Properties=species:S:1:pos:R:3:lowdin_charge:R:1
Pb 0.408 -0.472 0.086 1.31
Cl -1.280 -0.028 -2.054 -0.22
C -2.735 -3.014 3.180 -0.24
S -2.190 -2.319 1.621 0.85
O -0.861 -1.660 1.920 -0.69
C -3.365 -0.990 1.500 -0.26
H -2.128 -3.908 3.310 0.06
H -3.784 -3.300 3.097 0.07
H -2.586 -2.319 4.004 0.06
H -3.087 -0.170 0.841 0.05
H -3.695 -0.583 2.462 0.05
H -4.316 -1.384 1.119 0.07
C -0.464 0.882 4.307 -0.24
S -0.696 2.046 2.970 0.84
O -0.624 1.290 1.679 -0.71
C -2.404 2.496 3.251 -0.24
H -1.047 -0.023 4.130 0.04
H -0.785 1.359 5.231 0.06
H 0.593 0.629 4.324 0.06
H -3.014 1.630 2.981 0.04
H -2.657 3.342 2.618 0.06
H -2.638 2.731 4.288 0.06
C 0.372 -3.394 -3.098 -0.25
S -0.151 -4.012 -1.497 0.88
O -0.037 -2.812 -0.598 -0.75
C -1.899 -4.125 -1.858 -0.25
H 1.426 -3.159 -2.982 0.03
H -0.142 -2.433 -3.207 0.02
H 0.096 -4.038 -3.929 0.07
H -2.480 -4.335 -0.966 0.04
H -2.059 -4.950 -2.560 0.06
H -2.212 -3.227 -2.391 0.05
C 0.865 4.251 -1.309 -0.23
S 1.288 3.110 0.005 0.85
O 1.276 1.766 -0.682 -0.72
C 3.019 3.557 0.156 -0.25
H 1.614 4.228 -2.095 0.06
H 0.681 5.244 -0.899 0.06
H -0.096 3.878 -1.668 0.06
H 3.488 2.956 0.931 0.06
H 3.018 4.605 0.467 0.06
H 3.547 3.460 -0.791 0.06
C 4.198 0.300 -1.817 -0.24
S 3.035 -0.662 -2.795 0.88
O 1.841 -0.832 -1.901 -0.75
C 2.463 0.588 -3.957 -0.23
H 4.777 0.982 -2.438 0.06
H 4.837 -0.425 -1.317 0.05
H 3.655 0.886 -1.077 0.03
H 1.760 1.235 -3.434 0.05
H 1.912 -0.003 -4.689 0.05
H 3.263 1.122 -4.464 0.06
```

=====

# 6
A structure of composition C4H4O2Pb. Source: OMol25; level of theory: ωB97M-V/def2-TZVPD.

The orbital gap comes out at 6.88 eV. The calculation puts the relative energy (zero: lowest compared OMol25 entry of this formula, charge and spin) at 15.18 kcal/mol. As for the charge: +2. The highest occupied orbital energy comes out at -17.75 eV. The calculation puts the largest force on an atom at 0.0932 Eh/bohr.

```
11
Properties=species:S:1:pos:R:3:lowdin_charge:R:1
H 2.281 1.263 0.151 0.18
O -1.367 1.885 0.079 0.01
C -1.225 0.493 0.081 -0.19
C 0.203 0.144 0.124 0.04
C 1.477 0.533 0.375 0.27
H -2.299 2.108 -0.002 0.12
H -1.655 0.018 -0.818 0.16
H -1.705 0.016 0.954 0.16
C 1.289 -0.736 -0.134 -0.27
O 1.731 -1.886 -0.314 -0.31
Pb 1.268 -3.839 -0.496 1.82
```